Model one:
The following is a quantum chemistry calculation of 3 unconnected molecules or ions with the total composition C3H14N2O2, from the Open Molecules 2025 dataset.

Values from the calculation:
SMILES = NCCCN.O.O
HOMO level = -9.2 eV
gap between HOMO and LUMO = 10.041 eV
molar mass = 110.157 g/mol

Last column: natural (NBO) charge in e.
Geometry (Å):
N1 -0.515 -0.194 1.263  -0.872
C1 0.059 -0.832 0.070  -0.226
C2 -0.619 -0.558 -1.288  -0.427
C3 -2.128 -0.196 -1.252  -0.217
N2 -2.530 0.489 -2.499  -0.836
H1 -1.223 -0.760 1.722  0.369
H2 -0.870 0.736 1.069  0.360
H3 -0.017 -1.906 0.234  0.183
H4 1.108 -0.544 0.059  0.209
H5 -0.073 0.209 -1.830  0.215
H6 -0.575 -1.486 -1.872  0.199
H7 -2.330 0.471 -0.410  0.173
H8 -2.691 -1.121 -1.118  0.172
H9 -3.121 -0.138 -3.033  0.353
H10 -3.113 1.285 -2.269  0.356
O1 1.870 1.409 1.190  -0.971
H11 1.180 0.948 1.708  0.493
H12 2.486 1.694 1.880  0.465
O2 4.330 -0.135 2.402  -0.935
H13 4.733 0.740 2.495  0.460
H14 4.040 -0.111 1.480  0.476

Model two:
The following is a quantum chemistry calculation of 4 unconnected molecules or ions with the total composition C3H14N2O2, from the Open Molecules 2025 dataset.

Values from the calculation:
HOMO level = -8.2 eV
gap between HOMO and LUMO = 3.628 eV
molar mass = 110.157 g/mol

Last column: natural (NBO) charge in e.
Geometry (Å):
N1 -1.290 -1.078 2.349  -1.147
C1 1.737 1.025 0.133  -0.650
C2 0.590 1.282 -0.822  -0.218
N2 0.442 0.097 -1.672  -0.268
C3 -0.915 -0.469 -1.600  -0.436
H1 -1.496 -0.120 2.129  0.398
H2 1.595 -0.030 0.326  0.283
H3 1.498 1.623 0.962  0.242
H4 2.651 1.258 -0.372  0.215
H5 -0.423 1.241 -0.280  0.315
H6 0.757 2.182 -1.389  0.265
H7 1.141 -0.604 -1.437  0.428
H8 -1.034 -0.899 -0.642  0.288
H9 -1.581 0.432 -1.759  0.210
H10 -0.890 -1.139 -2.506  0.229
H11 -1.296 -1.443 3.298  0.360
H12 1.657 -2.674 -0.328  0.438
O1 1.181 -1.898 -0.034  -0.953
H13 -0.620 -1.539 1.766  0.376
H14 -2.305 1.513 0.787  0.446
O2 -1.399 1.240 1.090  -0.821

Model three:
The following is a quantum chemistry calculation of 3 unconnected molecules or ions with the total composition C3H14N2O2, from the Open Molecules 2025 dataset.

Values from the calculation:
SMILES = CCNCN.O.O
HOMO level = -8.8 eV
gap between HOMO and LUMO = 9.498 eV
molar mass = 110.157 g/mol

Last column: natural (NBO) charge in e.
Geometry (Å):
C1 -2.395 1.026 -0.779  -0.634
C2 -0.936 0.816 -1.048  -0.225
N1 -0.297 -0.321 -0.395  -0.682
C3 0.648 -1.159 -1.165  -0.049
N2 1.679 -1.704 -0.298  -0.837
H1 -3.022 0.170 -1.033  0.205
H2 -2.783 1.943 -1.213  0.221
H3 -2.574 1.106 0.301  0.225
H4 -0.779 0.707 -2.120  0.176
H5 -0.367 1.718 -0.803  0.174
H6 -0.955 -0.936 0.066  0.362
H7 1.165 -0.641 -1.966  0.189
H8 0.050 -1.992 -1.534  0.167
H9 2.148 -0.950 0.184  0.354
H10 1.270 -2.304 0.406  0.348
O1 3.704 -0.021 1.525  -0.945
H11 2.837 0.061 1.909  0.474
H12 3.881 -0.917 1.235  0.479
O2 -1.441 0.938 2.303  -0.943
H13 -0.907 1.000 1.503  0.475
H14 -0.925 1.460 2.920  0.466

Model four:
The following is a quantum chemistry calculation of 3 unconnected molecules or ions with the total composition C3H14N2O2, from the Open Molecules 2025 dataset.

Values from the calculation:
SMILES = NCCCN.O.O
HOMO level = -8.3 eV
gap between HOMO and LUMO = 8.784 eV
molar mass = 110.157 g/mol

Last column: natural (NBO) charge in e.
Geometry (Å):
N1 -0.434 -0.314 -2.463  -0.872
C1 -0.437 0.627 -1.335  -0.213
C2 0.902 0.598 -0.637  -0.425
C3 1.065 1.583 0.526  -0.219
N2 1.988 1.119 1.566  -0.849
H1 0.465 -0.259 -2.913  0.355
H2 -0.832 -1.216 -2.275  0.394
H3 -0.574 1.639 -1.715  0.173
H4 -1.247 0.365 -0.667  0.182
H5 1.756 0.783 -1.281  0.196
H6 1.078 -0.409 -0.242  0.204
H7 1.442 2.545 0.168  0.182
H8 0.107 1.871 0.960  0.170
H9 1.540 0.801 2.408  0.345
H10 2.668 1.826 1.803  0.364
O1 -1.665 -2.004 -0.478  -0.961
H11 -1.224 -1.510 0.222  0.495
H12 -2.472 -1.541 -0.725  0.470
O2 -1.024 -1.087 2.238  -0.948
H13 -0.264 -0.722 2.707  0.473
H14 -1.279 -1.845 2.783  0.482

Last place for stability: model two

Model one:
The following is a quantum chemistry calculation of 5 unconnected molecules or ions with the total composition C3H15NO4, from the Open Molecules 2025 dataset.

Values from the calculation:
SMILES = C=C(C)N.O.O.O.O
HOMO level = -8.1 eV
gap between HOMO and LUMO = 8.423 eV
molar mass = 129.156 g/mol

Last column: natural (NBO) charge in e.
Geometry (Å):
C1 0.752 1.210 2.090  -0.607
C2 -0.490 1.106 1.590  0.224
C3 -1.207 2.297 1.090  -0.653
N1 -1.238 -0.043 1.657  -0.800
H1 1.412 0.433 2.477  0.198
H2 1.175 2.207 2.174  0.192
H3 -0.785 3.248 1.402  0.224
H4 -2.257 2.280 1.391  0.225
H5 -1.204 2.288 -0.004  0.215
H6 -1.782 -0.256 0.827  0.409
H7 -0.698 -0.871 1.851  0.370
O1 0.529 -3.360 -1.032  -0.951
H8 0.798 -3.622 -1.918  0.480
H9 1.301 -2.922 -0.653  0.480
O2 -1.621 -1.521 -0.765  -0.996
H10 -1.192 -2.386 -0.840  0.495
H11 -1.059 -0.961 -1.315  0.494
O3 0.152 0.263 -2.436  -0.975
H12 0.992 0.574 -2.065  0.504
H13 -0.292 1.063 -2.740  0.472
O4 2.513 0.840 -0.825  -0.979
H14 2.189 1.164 0.030  0.499
H15 3.431 0.567 -0.688  0.480

Model two:
The following is a quantum chemistry calculation of a molecular structure, C3H15NO4, from the Open Molecules 2025 dataset.

Values from the calculation:
HOMO level = -9.0 eV
gap between HOMO and LUMO = 4.047 eV
molar mass = 129.156 g/mol

Last column: natural (NBO) charge in e.
Geometry (Å):
C1 0.766 0.453 1.279  -0.564
C2 -0.741 0.035 1.348  -0.270
N1 -1.472 0.508 0.229  -0.191
C3 -1.348 -0.199 -0.980  -0.479
H1 0.810 1.502 1.000  0.236
H2 1.185 0.215 2.256  0.255
H3 -0.791 -1.053 1.403  0.276
H4 -1.232 0.445 2.247  0.235
H5 -1.854 -1.186 -0.988  0.259
H6 -0.259 -0.340 -1.312  0.398
H7 -1.937 0.222 -1.791  0.239
H8 0.997 -2.700 -1.037  0.479
H9 0.818 -2.110 0.572  0.482
O1 0.554 -2.084 -0.464  -0.921
H10 1.299 -3.134 2.069  0.448
H11 1.287 -0.153 0.543  0.253
O2 0.879 -2.266 1.937  -0.985
H12 -1.272 1.508 -0.013  0.464
H13 1.697 1.429 -2.587  0.468
O3 0.911 1.073 -2.150  -0.993
H14 0.347 1.839 -1.514  0.480
H15 0.050 3.469 -0.807  0.479
O4 -0.295 2.567 -0.751  -1.046

Last place for stability: model two

Model one:
The following is a quantum chemistry calculation of 15 unconnected molecules or ions with the total composition H29O15, from the Open Molecules 2025 dataset.

Values from the calculation:
net charge = -1
HOMO level = -6.6 eV
gap between HOMO and LUMO = 8.892 eV
molar mass = 269.217 g/mol

Last column: natural (NBO) charge in e.
Geometry (Å):
O1 -0.425 -2.543 -4.626  -0.984
H1 0.536 -2.599 -4.794  0.481
H2 -2.018 1.918 -0.310  0.510
O2 0.198 2.242 4.946  -0.962
H3 0.665 2.962 4.686  0.449
H4 0.128 1.658 4.061  0.508
O3 -2.670 2.781 -0.162  -1.032
H5 2.214 1.885 -4.490  0.485
H6 -1.771 0.965 -1.707  0.447
O4 -1.257 0.122 3.274  -1.036
H7 -1.384 -0.510 2.423  0.497
H8 -1.952 -0.264 3.797  0.475
O5 0.794 4.219 -1.135  -0.942
H9 0.007 4.681 -0.885  0.468
H10 -2.798 -0.201 -0.598  0.500
O6 -1.154 -1.531 1.214  -1.011
H11 0.502 -2.307 -1.380  0.477
H12 -1.843 -2.137 0.984  0.490
O7 2.856 1.550 -3.782  -0.957
H13 0.413 3.377 -1.379  0.474
H14 3.622 1.159 -4.169  0.473
O8 1.348 -0.029 1.914  -0.982
H15 0.587 -0.409 2.366  0.496
H16 -0.463 -2.039 -3.885  0.473
O9 4.024 -1.281 -0.721  -0.957
H17 3.309 -0.622 -0.981  0.484
H18 4.742 -0.751 -0.246  0.474
O10 0.247 -1.770 -2.169  -0.980
H19 -0.096 -1.008 -1.732  0.502
O11 2.360 -1.275 4.867  -0.938
H20 2.787 -1.858 4.241  0.456
H21 2.341 -0.496 4.200  0.481
O12 2.095 -2.123 -4.157  -0.987
H22 2.341 -2.905 -3.723  0.484
H23 2.174 -1.202 -3.641  0.524
O13 -3.242 -1.163 -0.675  -1.032
H24 -3.352 -1.000 -1.603  0.458
H25 0.992 0.269 1.061  0.481
O14 -1.400 0.485 -0.877  -1.256
H26 -1.277 -1.103 0.180  0.548
H27 -3.248 2.545 0.499  0.451
O15 -3.841 -0.129 3.170  -0.983
H28 -3.572 0.769 3.616  0.501
H29 -3.521 -0.328 2.327  0.490

Model two:
The following is a quantum chemistry calculation of 15 unconnected molecules or ions with the total composition H29O15, from the Open Molecules 2025 dataset.

Values from the calculation:
net charge = -1
HOMO level = -6.9 eV
gap between HOMO and LUMO = 9.404 eV
molar mass = 269.217 g/mol

Last column: natural (NBO) charge in e.
Geometry (Å):
O1 1.180 -1.601 -3.102  -0.972
H1 -3.825 -1.670 1.374  0.474
H2 0.642 0.670 -2.686  0.466
O2 2.410 -3.301 1.413  -0.965
H3 1.745 -2.812 0.870  0.494
H4 -0.924 1.680 2.256  0.443
O3 0.089 0.762 -3.449  -0.946
H5 -0.123 0.300 2.102  0.516
H6 -1.757 3.856 1.228  0.465
O4 -1.901 -0.675 -1.068  -1.013
H7 0.573 3.384 -2.858  0.489
H8 -1.473 -1.454 -0.533  0.471
O5 -1.021 -1.959 0.761  -1.021
H9 -1.686 -1.416 1.171  0.456
H10 1.144 -3.033 -1.587  0.498
O6 2.086 -0.284 -1.284  -1.033
H11 2.680 -3.952 0.706  0.455
H12 1.716 -0.883 -0.708  0.489
O7 -0.603 2.322 -0.840  -0.964
H13 -0.061 -1.315 0.831  0.508
H14 1.091 -0.645 -2.839  0.490
O8 -4.391 -2.168 1.967  -0.942
H15 -0.867 1.975 0.012  0.476
H16 0.324 -1.891 -3.445  0.454
O9 0.752 -0.185 1.040  -1.154
H17 0.145 -2.204 -1.080  0.484
H18 0.522 1.324 -4.087  0.490
O10 1.531 3.531 -3.069  -0.957
H19 -1.266 -0.573 -1.784  0.441
O11 -1.328 -0.130 4.726  -1.009
H20 -0.552 -0.525 5.090  0.448
H21 1.841 3.912 -2.230  0.468
O12 2.938 1.531 0.266  -0.955
H22 2.744 2.200 -0.379  0.480
H23 2.180 1.334 0.871  0.530
O13 0.952 -2.619 -0.715  -0.968
H24 -0.191 1.504 -1.277  0.481
H25 -4.315 -3.101 1.705  0.469
O14 -2.718 3.840 1.235  -0.931
H26 2.569 0.309 -0.602  0.491
H27 -1.040 0.287 3.856  0.488
O15 -0.365 1.112 2.793  -1.003
H28 -2.912 3.312 2.013  0.468
H29 1.463 -0.747 1.335  0.452

Last place for stability: model one

Model one:
The following is a quantum chemistry calculation of a single C4H5NS molecule, from the Open Molecules 2025 dataset.

Values from the calculation:
SMILES = N#C[C@H]1C[C@H]1S
HOMO level = -9.2 eV
gap between HOMO and LUMO = 9.742 eV
molar mass = 99.158 g/mol

Last column: natural (NBO) charge in e.
Geometry (Å):
N1 1.552 0.169 -2.331  -0.324
C1 1.106 0.379 -1.199  0.235
C2 0.910 0.305 0.301  -0.325
C3 -0.328 0.691 0.979  -0.444
C4 -0.374 -0.504 0.352  -0.312
S1 -1.083 -0.864 -1.306  0.022
H1 1.963 -0.038 0.826  0.275
H2 -0.511 1.446 0.376  0.246
H3 -0.397 0.584 2.123  0.261
H4 -0.498 -1.502 0.891  0.252
H5 -2.339 -0.665 -1.012  0.113

Model two:
The following is a quantum chemistry calculation of a single C4H5NS molecule, from the Open Molecules 2025 dataset.

Values from the calculation:
SMILES = SC[C@@H]1C2=N[C@H]21
HOMO level = -9.2 eV
gap between HOMO and LUMO = 9.521 eV
molar mass = 99.158 g/mol

Last column: natural (NBO) charge in e.
Geometry (Å):
S1 0.731 -1.769 -0.817  -0.024
C1 0.040 -1.160 0.810  -0.532
C2 0.807 0.028 1.310  -0.303
C3 -0.027 0.958 2.354  0.171
N1 0.301 2.124 1.812  -0.401
C4 0.436 1.307 0.732  0.043
H1 0.582 -0.628 -1.499  0.118
H2 -1.066 -0.834 0.788  0.230
H3 0.158 -1.946 1.617  0.251
H4 1.639 -0.110 1.906  0.256
H5 -0.240 1.461 -0.071  0.190

Last place for stability: model two